1.
# C21H30BeNO2P2

C21H30BeNO2P2 as an isolated structure in a non-equilibrium geometry (ωB97M-V/def2-TZVPD, the OMol25 dataset).

Structure (XYZ):
```
57
Properties=species:S:1:pos:R:3:forces:R:3
Be 0.12667 0.13418 -0.15913 -1.0 -2.3 0.8
P 2.17047 -0.88652 0.10597 1.5 0.0 -1.0
C 2.47517 -1.35112 -1.70233 -0.9 -0.8 1.0
C 1.17597 -1.65392 -2.43793 -0.1 0.2 0.3
N 0.04557 -1.09432 -1.92963 0.0 -0.3 -0.3
C -1.13263 -1.31372 -2.57023 0.1 0.2 0.2
C -1.22073 -2.09192 -3.72783 0.8 0.1 0.3
C -0.05133 -2.65462 -4.24653 0.0 0.4 0.6
C 1.16617 -2.43402 -3.59723 -0.8 0.3 0.2
C -2.37353 -0.70492 -1.93073 0.7 0.3 0.3
P -1.95043 0.79708 -0.85973 -0.8 0.8 -1.2
H 2.08187 -2.85402 -3.98673 0.1 0.0 0.1
H -2.17113 -2.25872 -4.21263 -0.1 0.1 0.1
H -0.08783 -3.25642 -5.14283 0.0 0.0 0.0
H -3.10443 -0.42392 -2.68903 0.0 0.0 0.0
H -2.83233 -1.46472 -1.29803 -0.1 0.0 0.1
H 2.93857 -0.52572 -2.18343 0.5 0.9 -0.4
H 3.16497 -2.19282 -1.75753 0.0 -0.1 -0.1
H 1.89177 3.95078 -2.55603 2.4 -0.1 -2.0
O 2.73177 3.82278 -3.15413 -2.6 0.6 0.5
H 2.48597 4.15788 -4.06063 0.2 -0.4 1.6
H -1.42363 5.00028 -0.50383 0.7 2.0 -0.8
O -1.03853 5.80388 -0.98353 -1.5 -0.5 1.5
H -1.48693 6.60378 -0.57643 0.8 -1.6 -0.6
C -2.17173 2.18858 -2.10923 -0.1 -0.7 0.5
H -3.15463 2.13338 -2.57703 0.0 0.0 0.0
H -2.07613 3.15548 -1.61513 0.0 -0.1 0.0
H -1.41203 2.11508 -2.88823 0.0 0.0 0.1
C -3.51203 0.96208 0.17867 0.9 -0.1 -0.2
H -3.47003 1.87528 0.77307 0.1 0.0 0.0
H -4.39453 1.00148 -0.45983 0.1 0.0 -0.2
H -3.60773 0.11028 0.85217 0.2 0.0 0.0
C 2.23857 -2.56942 0.94397 -0.4 0.9 -0.3
H 3.16077 -3.08912 0.68457 0.1 0.2 -0.1
H 2.19787 -2.44942 2.02677 -0.1 0.1 0.0
H 1.39217 -3.17832 0.62587 -0.1 0.1 0.0
C 3.82547 -0.11632 0.56187 -0.7 -0.4 -0.2
H 3.85227 0.11468 1.62667 -0.1 0.0 0.0
H 4.64167 -0.80032 0.32927 0.0 -0.1 0.0
H 3.97507 0.80478 -0.00263 -0.1 0.0 0.0
C 0.76047 1.10358 5.01227 -0.8 -1.1 0.3
C 1.18227 1.65178 3.79767 -0.2 -0.2 -1.3
C 0.75777 1.09268 2.58957 0.6 0.8 1.6
C -0.08943 -0.02472 2.58957 -0.3 -0.3 0.2
C -0.50093 -0.60062 1.37857 -0.5 -0.6 -2.2
C -1.32983 -1.72732 1.39047 0.8 1.2 0.4
C -1.76413 -2.27012 2.60347 0.2 0.2 1.4
C -1.36303 -1.70102 3.81517 -0.7 -1.0 -1.4
C -0.51943 -0.57982 3.81927 0.1 0.0 0.4
C -0.08903 -0.00672 5.02637 1.0 1.4 0.3
H 1.09497 1.54018 5.94487 0.0 0.0 0.0
H 1.84067 2.51108 3.79267 0.0 0.0 0.0
H 1.09637 1.53088 1.65867 0.0 0.1 -0.1
H -1.62983 -2.18782 0.46357 -0.1 -0.2 -0.2
H -2.40683 -3.14082 2.60427 0.0 0.0 0.1
H -1.70283 -2.13902 4.74557 0.1 0.1 0.0
H -0.40373 -0.41942 5.97717 -0.1 -0.1 -0.1
```
Positions in Å, forces in eV/Å.

Calculated values
Energy above the lowest of the compared OMol25 structures with the same formula, charge and spin   0.000 eV
Charge   +1
Kohn-Sham gap   7.133 eV
LUMO level   -3.019 eV
F_max   0.0614 Eh/bohr



2.
# C13H15AuBr2N2Si

C13H15AuBr2N2Si as an isolated structure (ωB97M-V/def2-TZVPD, the OMol25 dataset).

Structure (XYZ):
```
34
Properties=species:S:1:pos:R:3:forces:R:3
Au -0.37030 0.63767 1.06232 0.0 0.0 -0.2
Br -1.20524 -5.66791 -1.90435 0.0 -0.1 -0.1
C -0.90592 -4.13102 -0.86612 0.1 0.0 0.0
C -1.90794 -3.64280 -0.05294 -0.1 0.1 0.1
C -1.62754 -2.50056 0.67964 0.1 0.0 0.0
N -0.45479 -1.87543 0.63748 -0.1 0.0 0.1
C 0.50459 -2.35928 -0.14489 0.2 0.1 0.0
C 0.31907 -3.49342 -0.92493 0.0 0.0 0.0
C 1.80529 -1.61084 -0.13109 -0.1 -0.2 0.0
C 2.89492 -2.02183 -0.88835 0.0 0.0 0.0
C 4.06014 -1.28246 -0.80762 -0.1 -0.1 0.0
Br 5.56004 -1.79779 -1.81439 0.1 0.0 -0.1
C 4.12522 -0.16995 0.00547 -0.1 0.1 0.1
C 2.98273 0.16176 0.71627 -0.1 0.0 0.0
N 1.85402 -0.53820 0.65207 0.1 0.1 0.1
H -2.87462 -4.12121 0.00638 0.0 0.0 0.0
H -2.37813 -2.06000 1.32458 0.0 0.0 0.0
H 1.09506 -3.87911 -1.56726 0.0 0.0 0.0
H 2.85213 -2.88880 -1.52866 0.0 0.0 0.0
H 5.02296 0.42593 0.08186 0.0 0.0 0.0
H 2.96656 1.03220 1.36072 0.0 0.0 0.0
C -0.33263 4.01016 0.18053 0.1 0.1 0.0
Si -1.50571 2.58846 0.54809 0.1 -0.2 0.1
C -2.49466 2.29342 -1.02551 -0.1 0.0 -0.1
C -2.71459 3.21795 1.83571 -0.1 0.0 0.1
H -0.88974 4.90041 -0.13118 0.0 0.0 0.0
H 0.36812 3.75085 -0.61723 0.0 0.0 0.0
H 0.25359 4.26793 1.06656 0.0 0.0 0.0
H -3.01932 3.20468 -1.33366 0.0 0.0 0.0
H -3.23856 1.50680 -0.87393 0.0 0.0 0.0
H -1.84464 1.98138 -1.84690 0.0 0.0 0.0
H -3.21113 4.12228 1.46847 0.0 0.0 0.0
H -2.20657 3.46444 2.77122 0.0 0.0 0.0
H -3.48236 2.47430 2.06166 0.0 0.0 0.0
```
Positions in Å, forces in eV/Å.

Calculated values
Energy above the lowest of the compared OMol25 structures with the same formula, charge and spin   0.032 eV
Charge   0
Kohn-Sham gap   7.005 eV
LUMO level   -0.596 eV
F_max   0.0049 Eh/bohr



3.
# C9H14O

A 2-piece molecular cluster, C9H14O overall in a non-equilibrium geometry (ωB97M-V/def2-TZVPD, the OMol25 dataset).

Structure (XYZ):
```
24
Properties=species:S:1:pos:R:3:forces:R:3
C -2.17130 -0.27843 -2.91862 -0.6 0.8 0.5
C -2.51015 -0.23573 0.88441 -0.3 0.2 0.0
C -1.23705 0.19615 1.26294 -0.2 -0.4 0.8
C -2.88546 -0.23926 -0.44184 0.8 -0.3 -0.6
C -1.92757 -0.01002 -1.44290 0.2 -0.5 -0.4
C -0.27419 0.42764 0.30789 -0.9 0.7 -1.4
C -0.63853 0.28141 -1.05079 0.6 -0.2 1.3
O -0.99082 0.26369 2.63300 0.2 0.7 -0.4
H -3.22277 -0.57713 1.62370 0.1 0.3 0.2
H -3.86273 -0.56749 -0.75594 -0.3 0.0 0.2
H 0.67990 0.89631 0.47134 0.3 -0.4 0.5
H -0.54220 1.10959 2.81160 -0.1 -0.6 0.0
H -3.14937 -0.73737 -3.09187 0.3 -0.2 0.0
H -1.35511 -0.88712 -3.28400 -0.1 -0.3 -0.3
H 0.21113 0.25787 -1.72095 -0.3 0.4 -0.5
H -2.18802 0.66020 -3.48686 0.1 -0.1 0.1
C 2.86302 -0.40761 1.57096 0.5 0.6 1.0
C 3.67762 0.31548 0.47246 -0.6 -1.5 -0.4
H 2.02999 0.18895 1.93108 -0.1 0.1 -0.1
H 2.45125 -1.36927 1.28977 0.0 -0.1 -0.3
H 3.46160 -0.57349 2.47643 0.0 -0.1 -0.3
H 3.58127 -0.33227 -0.40575 0.2 0.3 -0.2
H 4.74595 0.34679 0.68744 -0.2 0.4 0.1
H 3.25355 1.27114 0.17648 0.3 0.2 0.3
```
Positions in Å, forces in eV/Å.

Calculated values
Energy above the lowest of the compared OMol25 structures with the same formula, charge and spin   0.695 eV
Structure (SMILES)   Cc1ccc(O)cc1.CC
Charge   0
Kohn-Sham gap   9.501 eV
LUMO level   0.885 eV
F_max   0.0348 Eh/bohr



4.
# C34H36BF3O5

A 2-piece molecular cluster, C34H36BF3O5 overall in a non-equilibrium geometry (ωB97M-V/def2-TZVPD, the OMol25 dataset).

Structure (XYZ):
```
79
Properties=species:S:1:pos:R:3:forces:R:3
C -3.03655 5.52348 -0.30741 -0.6 0.8 -0.4
C -2.60125 4.33298 0.39774 0.5 -1.4 1.0
C -2.34894 4.10595 1.74032 -0.1 -0.3 -0.6
C -1.70633 2.84927 1.82466 -0.2 -0.5 -0.7
C -1.56768 2.35369 0.50826 -1.9 2.5 0.8
B -1.43364 -2.21560 -1.55753 2.1 0.1 0.1
C -0.55297 1.67498 -0.08771 -0.3 0.0 0.3
C 0.55453 1.33515 0.83171 -0.4 -0.7 -0.5
C 1.64015 2.31512 0.49402 0.8 0.2 -0.7
C 1.80757 2.69360 -0.79787 1.1 0.6 1.4
C 2.91863 3.64115 -1.16235 0.6 -0.1 0.0
F 3.73920 3.07985 -2.12090 -0.6 0.6 0.6
F 2.43172 4.80276 -1.69468 0.5 -0.7 0.3
F 3.72601 3.97968 -0.11219 -0.7 -0.2 -1.0
C 0.94490 2.27056 -1.84385 -0.9 -0.5 -0.5
C -0.27565 1.78248 -1.47962 0.3 0.3 -0.5
O -1.96472 -2.61034 -0.41335 -0.1 0.2 0.1
C -3.39784 -2.38575 -0.62274 -0.6 -0.3 -0.5
C -4.00148 -3.77167 -0.81725 -0.1 -0.2 0.0
C -3.93922 -1.75797 0.63511 -0.2 0.4 0.2
C -3.44391 -1.48904 -1.95200 -0.7 0.2 0.5
C -4.49117 -1.90106 -2.95117 -0.4 -0.3 -0.1
C -3.57224 0.01423 -1.72242 0.0 0.2 0.1
O -2.14288 -1.73395 -2.56502 -0.2 0.1 -0.3
O -2.24852 3.24438 -0.34472 0.2 0.6 0.9
H -3.32977 6.27306 0.43072 -0.1 0.0 -0.2
H -2.25512 5.95904 -0.94351 0.0 -0.2 0.2
H -3.88393 5.29744 -0.95824 -0.1 0.1 0.0
H -2.57579 4.76801 2.57162 0.1 -0.1 -0.4
H -1.30933 2.36867 2.71483 -0.1 0.3 -0.3
H 0.32327 1.37505 1.90322 -0.2 0.1 -0.5
H 2.33624 2.65017 1.26200 -0.3 0.0 -0.2
H 1.19523 2.45630 -2.88362 0.0 -0.1 0.1
H -1.05169 1.61695 -2.21845 0.0 0.2 0.1
H -5.08908 -3.71377 -0.92022 0.1 0.0 0.0
H -3.59249 -4.29599 -1.68969 0.0 0.2 0.1
H -3.77029 -4.38686 0.05980 -0.1 0.2 -0.1
H -5.03789 -1.77926 0.61668 0.2 0.1 0.1
H -3.59079 -2.33553 1.50068 -0.1 0.1 -0.2
H -3.60521 -0.71936 0.75061 -0.1 -0.3 0.0
H -5.49166 -1.70583 -2.54678 0.1 0.0 -0.1
H -4.36116 -1.31062 -3.86127 -0.1 -0.1 0.1
H -4.41692 -2.96030 -3.20998 0.0 0.2 0.0
H -4.58280 0.24747 -1.35444 0.3 0.0 0.0
H -2.82684 0.43303 -1.03144 -0.2 -0.3 -0.1
H -3.44622 0.52830 -2.68538 0.0 -0.2 0.2
C 1.90834 -4.34359 4.90369 -0.6 0.1 -0.3
O 0.63037 -3.71963 4.66429 0.0 -0.5 0.1
C 0.42151 -3.11509 3.46017 0.3 0.5 -0.5
C -0.54973 -2.08863 3.40543 0.5 -0.4 0.4
C -0.45827 -1.12524 2.40907 0.4 -0.3 -0.3
C 0.54342 -1.22935 1.42922 -0.6 0.4 0.1
C 0.82603 -0.10301 0.42458 3.1 -3.3 -0.3
C 2.33539 -0.22964 0.05506 -0.4 -0.2 0.4
C 2.72749 -0.44310 -1.26062 0.2 0.1 0.0
C 4.05937 -0.23206 -1.59944 0.6 0.7 1.3
C 4.98134 0.16728 -0.60516 -1.2 0.3 -0.3
O 6.12424 0.71748 -1.09956 0.0 -0.6 -0.9
C 6.04212 0.62051 -2.57803 0.4 0.2 0.6
C 4.69732 -0.03426 -2.93277 0.2 -0.2 -0.5
C 4.63306 0.18145 0.75505 0.7 0.0 -0.8
C 3.30523 -0.02695 1.06342 -0.6 -0.1 -0.4
C 1.26145 -2.42731 1.32409 -0.2 0.2 -0.1
C 1.21220 -3.38216 2.32376 -0.4 0.2 0.9
H 1.88378 -4.61193 5.95965 0.1 0.0 -0.2
H 2.02781 -5.24203 4.28447 0.0 0.1 0.2
H 2.74337 -3.65585 4.70769 -0.3 0.0 0.0
H -1.27989 -2.01312 4.21415 0.3 0.1 -0.2
H -1.15378 -0.27900 2.39825 0.3 -0.3 0.1
H 0.27232 -0.41246 -0.47573 0.2 0.6 0.3
H 2.01093 -0.72094 -2.04175 0.0 0.3 0.3
H 6.12821 1.64229 -2.97165 0.0 -0.3 0.2
H 6.90338 0.02494 -2.90683 -0.2 0.2 0.1
H 4.85302 -0.98565 -3.45331 0.0 0.1 0.0
H 4.11115 0.62005 -3.58754 0.0 -0.2 0.1
H 5.39140 0.41764 1.49758 -0.2 0.0 0.0
H 2.98062 -0.00296 2.10538 0.0 0.1 -0.2
H 1.90665 -2.60197 0.46133 -0.1 0.2 0.3
H 1.84464 -4.26557 2.27987 -0.1 0.2 0.0
```
Positions in Å, forces in eV/Å.

Calculated values
Energy above the lowest of the compared OMol25 structures with the same formula, charge and spin   2.819 eV
Charge   0
Kohn-Sham gap   2.915 eV
LUMO level   -2.247 eV
F_max   0.0891 Eh/bohr